Record 1
Formula: C29H26BIN8O2PbS3
Source: the Open Molecules 2025 dataset
Level of theory: ωB97M-V/def2-TZVPD

The calculation puts the total energy at -3419.42197 a.u. Its relative energy (zero: lowest compared OMol25 entry of this formula, charge and spin) is 3.6 kJ/mol. As for the orbital gap: 4.95 eV. The charge is -2. Its LUMO energy is 3.4 eV.

Atoms and positions in Å:
Pb (-0.10545, -0.20246, 0.17264)
O (-0.06028, 6.08025, 4.29284)
C (0.63744, 5.94136, 3.27125)
O (1.40387, 6.74675, 2.70648)
C (0.55693, 4.54794, 2.60845)
C (-0.33517, 3.58418, 3.04750)
C (-0.37432, 2.34391, 2.42794)
N (0.48977, 2.01307, 1.46627)
C (1.35831, 2.92932, 1.04131)
C (1.39951, 4.21380, 1.56516)
C (2.29335, 2.51844, -0.05899)
C (3.36585, 3.32194, -0.44981)
C (4.21185, 2.87250, -1.44618)
C (3.98858, 1.63262, -2.02699)
C (2.90279, 0.90079, -1.58080)
N (2.07682, 1.34026, -0.63688)
C (-1.32823, 1.28510, 2.90692)
C (-2.38136, 1.60394, 3.74591)
C (-3.10755, 0.57783, 4.32469)
C (-2.75024, -0.73458, 4.08462)
C (-1.68459, -0.96483, 3.22908)
N (-1.00921, 0.02420, 2.65661)
H (-0.96849, 3.83531, 3.88550)
H (2.06337, 4.98504, 1.20356)
H (3.53829, 4.27433, 0.02787)
H (5.04809, 3.48531, -1.76094)
H (4.62785, 1.24120, -2.80673)
H (2.66205, -0.07109, -2.00338)
H (-2.65699, 2.63629, 3.90246)
H (-3.94693, 0.80944, 4.97030)
H (-3.28203, -1.56384, 4.52940)
H (-1.35642, -1.96710, 2.97115)
C (3.36435, -2.00985, 0.71774)
N (2.37637, -2.88646, 0.13544)
C (2.37891, -3.37763, -1.16023)
C (1.30905, -4.19030, -1.25640)
N (0.66030, -4.20842, -0.04224)
B (-0.58672, -5.06040, 0.29399)
N (-1.89546, -4.18175, 0.15801)
C (-3.00234, -4.48041, 0.92149)
C (-4.01020, -3.65617, 0.55272)
N (-3.50963, -2.86360, -0.45709)
C (-4.22982, -1.81556, -1.16445)
C (-2.21409, -3.19203, -0.69879)
S (-1.28182, -2.46578, -1.92738)
C (1.34007, -3.42326, 0.83113)
S (1.02294, -3.09892, 2.46874)
H (4.19354, -1.91394, 0.01695)
H (3.71335, -2.42111, 1.66422)
H (2.93404, -1.02581, 0.92073)
H (3.10303, -3.06224, -1.88955)
H (0.90920, -4.71524, -2.10287)
H (-0.65963, -6.00422, -0.48224)
H (-0.52281, -5.41969, 1.44583)
H (-2.96108, -5.23890, 1.68160)
H (-5.01397, -3.54630, 0.92188)
H (-5.29430, -1.95950, -0.97586)
H (-4.01722, -1.90221, -2.22817)
H (-3.89609, -0.82923, -0.82841)
S (-2.17499, 1.18203, -0.30056)
I (1.56901, -1.50353, -4.61469)
C (0.63287, 0.38163, -4.44523)
C (0.59853, 1.21325, -5.55819)
C (-0.03380, 2.43541, -5.39978)
C (-0.59658, 2.75062, -4.17330)
C (-0.49884, 1.84124, -3.13011)
N (0.12759, 0.66514, -3.27246)
H (1.04437, 0.91146, -6.49448)
H (-0.08525, 3.12968, -6.23060)
H (-1.11259, 3.68744, -4.01150)
H (-0.95772, 2.01334, -2.15307)


Record 2
Formula: C4H5N3S
Source: the Open Molecules 2025 dataset
Level of theory: ωB97M-V/def2-TZVPD

The calculation puts the total energy at -717.67891 a.u. Its relative energy (zero: lowest compared OMol25 entry of this formula, charge and spin) is 563.8 kJ/mol. As for the orbital gap (alpha / beta): 6.03 / 6.07 eV. Its LUMO energy (alpha / beta) is -2.4 / -2.4 eV.

Atoms and positions in Å:
C (2.20102, -0.86729, 0.82606)
C (0.72660, -1.11758, -0.60693)
C (0.22851, -0.06837, 0.09171)
C (-1.78436, 0.83548, -0.98280)
N (1.82755, -1.64747, -0.16105)
N (1.21740, 0.15006, 1.13438)
N (-1.00522, 0.59314, 0.10328)
S (-2.00168, -0.71032, -2.07802)
H (2.99061, -1.13722, 1.45319)
H (-2.79178, 1.23689, -0.72605)
H (-1.37854, 1.63338, -1.63363)
H (1.34234, 1.00533, 1.69981)
H (-1.57245, 0.09399, 0.88004)


Question: What is the relative energy (zero: lowest compared OMol25 entry of this formula, charge and spin) in the second record?
Answer: 563.8 kJ/mol


Question: Number 2 is which compound?
Answer: C4H5N3S